No. 1
A single CH5N3O molecule at a distorted geometry. Source: OMol25; level of theory: ωB97M-V with the def2-TZVPD basis set.

```
10
Properties=species:S:1:pos:R:3:forces:R:3
C -0.143 0.287 -0.051 -4.2 -0.8 0.7
H -2.286 -0.163 -0.560 1.7 -0.2 0.8
H -1.634 -1.179 0.639 0.3 0.4 0.0
H -0.848 2.118 -0.052 -1.7 0.4 -0.1
H 0.759 -1.470 -0.250 0.0 -2.1 -1.4
H 2.611 -0.026 0.554 0.9 0.1 1.2
N -1.414 -0.571 -0.141 0.5 1.3 -0.9
N -0.067 1.539 0.015 2.4 -1.1 -0.4
N 0.901 -0.581 0.088 0.9 3.1 1.0
O 2.121 0.044 -0.242 -0.9 -1.0 -1.0
```
Forces are in eV/Å.

Properties
**LUMO level**: 0.9 eV
**Total charge**: 0
**2S+1**: 1
**Highest occupied orbital energy**: -9.2 eV

=====

No. 2
2 unconnected molecules or ions with the total composition CH5N3O2 at a distorted geometry. Source: OMol25; level of theory: ωB97M-V with the def2-TZVPD basis set.

```
11
Properties=species:S:1:pos:R:3:forces:R:3
C -0.044 1.809 -0.873 0.2 -0.1 0.2
N 0.721 2.405 -0.160 0.3 0.5 0.8
N -0.768 1.000 -1.392 -0.3 -0.9 -0.5
N 0.500 -1.482 0.493 0.4 -0.5 0.7
O -0.567 -2.311 0.069 -0.2 0.4 -0.2
O 0.002 -0.518 1.403 -0.3 0.1 -0.3
H 0.722 -0.924 -0.337 -0.5 -0.2 0.3
H -0.611 -3.035 0.711 0.3 0.2 -0.1
H 1.598 2.825 -0.386 0.1 0.2 -0.4
H 0.111 -0.895 2.287 0.2 -0.1 -0.3
H -1.664 1.127 -1.815 -0.2 0.3 -0.1
```
Forces are in eV/Å.

Properties
**LUMO level**: 0.9 eV
**Total charge**: 0
**2S+1**: 1
**Highest occupied orbital energy**: -9.3 eV

=====

No. 3
2 unconnected molecules or ions with the total composition CH5N3O3 at a distorted geometry. Source: OMol25; level of theory: ωB97M-V with the def2-TZVPD basis set.

```
12
Properties=species:S:1:pos:R:3:forces:R:3
C -0.666 -1.778 0.206 -1.0 -1.2 5.0
N 0.096 -0.495 -1.430 -1.3 -0.7 -0.7
N 0.165 -0.819 -0.243 2.6 1.6 -2.5
N 0.676 2.349 0.798 -0.3 -2.7 -1.3
O 1.300 1.794 -0.330 3.1 4.3 1.3
O 1.232 3.247 1.357 -0.7 -0.7 -0.6
O -0.335 1.703 1.030 0.1 1.7 1.2
H -1.300 -2.193 -0.506 -1.7 -0.4 -1.5
H -0.113 -2.664 0.622 -0.3 1.1 0.1
H -1.151 -1.146 1.068 0.1 -2.0 -1.2
H 0.788 1.087 -0.627 -2.0 -2.2 -0.7
H -0.691 -1.085 -1.946 1.4 1.1 0.8
```
Forces are in eV/Å.

Properties
**LUMO level**: 0.3 eV
**Total charge**: 0
**2S+1**: 1
**Highest occupied orbital energy**: -10.4 eV

=====

No. 4
A molecular structure, CH5N3PdS5. Source: OMol25; level of theory: ωB97M-V with the def2-TZVPD basis set.

```
15
Properties=species:S:1:pos:R:3:forces:R:3
Pd -0.447 0.838 0.895 -0.8 0.4 -0.1
N -1.051 -0.653 -0.465 0.1 -0.2 0.0
N 0.023 -1.263 -1.148 0.1 0.0 0.0
C 1.288 -0.992 -0.805 0.1 0.1 0.0
N 2.266 -1.638 -1.403 0.0 0.0 0.0
S 1.670 0.206 0.369 0.0 -0.2 0.0
H -1.525 -1.366 0.093 -0.1 0.0 0.0
H -1.710 -0.311 -1.165 0.0 0.1 0.0
H -0.200 -2.006 -1.798 -0.1 0.0 0.0
H 2.113 -2.324 -2.129 0.0 0.0 0.0
H 3.225 -1.440 -1.156 0.0 0.0 0.0
S 0.421 2.204 2.446 0.2 0.1 0.1
S -0.801 3.667 2.923 -0.2 -0.1 0.0
S -2.621 3.300 2.275 0.1 0.1 0.1
S -2.650 1.776 1.067 0.5 -0.3 0.0
```
Forces are in eV/Å.

Properties
**LUMO level (spin up / spin down)**: -10.3 / -10.3 eV
**Total charge**: +2
**2S+1**: 1
**Highest occupied orbital energy (spin up / spin down)**: -16.5 / -16.5 eV

=====

No. 5
A single CH5N3S molecule at a distorted geometry. Source: OMol25; level of theory: ωB97M-V with the def2-TZVPD basis set.

```
10
Properties=species:S:1:pos:R:3:forces:R:3
C 0.553 -0.220 -1.001 6.3 -7.6 1.2
H -1.531 0.058 -0.825 0.1 2.8 -0.4
H -1.401 1.600 -1.696 -2.8 1.8 -1.5
H 1.527 -0.903 -1.286 -2.2 2.3 0.2
H -0.449 -1.991 -0.084 1.8 4.7 1.6
H -0.627 0.764 1.572 1.5 -1.1 0.8
N -1.041 1.002 -1.050 -2.2 -1.0 1.2
N 0.093 0.653 -1.709 0.5 1.1 -0.2
N -0.080 -0.813 0.169 -1.1 -4.7 -3.1
S 0.398 -0.256 1.653 -1.9 1.6 0.2
```
Forces are in eV/Å.

Properties
**LUMO level**: 0.4 eV
**Total charge**: 0
**2S+1**: 1
**Highest occupied orbital energy**: -8.9 eV

=====

No. 6
A single CH5N3S molecule at a distorted geometry. Source: OMol25; level of theory: ωB97M-V with the def2-TZVPD basis set.

```
10
Properties=species:S:1:pos:R:3:forces:R:3
C 0.128 -0.860 0.059 0.3 0.4 0.0
H -2.555 0.104 -1.167 0.4 -0.3 0.7
H -1.907 0.692 0.260 -0.8 0.6 0.1
H 0.789 -1.733 0.214 -0.6 0.4 0.1
H 0.206 1.162 0.195 -0.5 1.4 -0.4
H 2.918 0.463 1.164 -0.1 0.0 0.2
N -1.702 0.248 -0.618 0.3 -0.2 0.2
N -1.118 -1.010 -0.216 1.0 0.1 -0.9
N 0.792 0.380 0.200 0.4 -2.3 0.1
S 2.449 0.553 -0.089 -0.3 0.0 -0.1
```
Forces are in eV/Å.

Properties
**LUMO level**: 0.8 eV
**Total charge**: 0
**2S+1**: 1
**Highest occupied orbital energy**: -8.9 eV